ORCA calculation (ωB97M-V/def2-TZVPD) on a cluster of 11 separate species, C44H121N11O11 in total at a distorted geometry.

Element x y z (Å)
C 3.449 4.377 -1.427
C 4.672 3.704 -2.103
C 4.505 2.217 -2.245
O 4.226 1.542 -0.971
C 5.279 1.652 -0.008
N 4.926 4.324 -3.395
H 3.405 4.159 -0.360
H 2.531 4.199 -1.987
H 3.657 5.446 -1.389
H 5.575 3.793 -1.498
H 5.389 1.801 -2.727
H 3.665 1.985 -2.899
H 6.202 1.271 -0.446
H 5.182 0.916 0.790
H 5.389 2.675 0.352
H 4.762 5.292 -3.157
H 4.172 4.120 -4.036
C -0.979 -3.365 0.107
C -0.060 -4.108 -0.886
C 0.696 -5.241 -0.252
O 1.775 -4.774 0.530
C 2.773 -5.776 0.712
N -0.937 -4.627 -1.938
H -0.367 -3.097 0.968
H -1.793 -3.974 0.498
H -1.293 -2.430 -0.357
H 0.546 -3.409 -1.462
H 1.074 -5.996 -0.940
H 0.062 -5.781 0.451
H 2.349 -6.659 1.191
H 3.554 -5.337 1.333
H 3.175 -6.056 -0.261
H -1.515 -3.851 -2.227
H -1.574 -5.322 -1.576
C -3.791 -3.517 -4.872
C -2.654 -2.869 -5.636
C -1.411 -2.526 -4.818
O -1.755 -1.590 -3.824
C -0.713 -0.988 -3.153
N -2.337 -3.778 -6.677
H -4.555 -4.108 -5.377
H -4.258 -2.785 -4.213
H -3.427 -4.311 -4.221
H -3.079 -1.982 -6.107
H -0.706 -2.114 -5.540
H -0.993 -3.438 -4.391
H 0.066 -1.744 -3.051
H -1.042 -0.592 -2.193
H -0.364 -0.165 -3.776
H -3.154 -3.962 -7.241
H -2.273 -4.638 -6.152
C 5.123 -3.347 -0.761
C 4.115 -2.136 -0.807
C 3.181 -2.332 -2.018
O 4.006 -2.250 -3.184
C 4.037 -0.987 -3.838
N 3.307 -2.236 0.379
H 4.717 -4.358 -0.753
H 5.782 -3.189 0.094
H 5.699 -3.127 -1.660
H 4.619 -1.170 -0.821
H 2.453 -1.529 -1.905
H 2.597 -3.233 -1.830
H 4.408 -1.142 -4.852
H 4.582 -0.163 -3.378
H 3.039 -0.561 -3.940
H 2.565 -1.555 0.303
H 2.799 -3.107 0.334
C -2.545 -2.961 4.039
C -1.743 -2.154 5.052
C -2.652 -1.131 5.865
O -3.783 -1.724 6.416
C -4.507 -0.886 7.314
N -1.092 -3.078 5.890
H -3.186 -3.758 4.413
H -1.808 -3.495 3.438
H -3.153 -2.438 3.300
H -0.920 -1.594 4.609
H -2.974 -0.372 5.153
H -2.044 -0.743 6.682
H -3.893 -0.535 8.144
H -5.383 -1.393 7.719
H -4.821 0.022 6.799
H -0.622 -2.579 6.632
H -1.849 -3.569 6.345
C -7.345 -5.417 4.435
C -6.172 -4.511 4.842
C -6.357 -3.118 4.198
O -6.302 -3.124 2.771
C -6.124 -1.843 2.168
N -6.096 -4.487 6.275
H -8.294 -5.012 4.786
H -7.192 -6.389 4.905
H -7.353 -5.450 3.346
H -5.300 -5.009 4.417
H -5.606 -2.398 4.523
H -7.305 -2.664 4.487
H -6.945 -1.190 2.465
H -6.229 -1.992 1.093
H -5.147 -1.427 2.411
H -6.761 -3.833 6.662
H -6.402 -5.384 6.622
C 2.274 9.629 -0.232
C 1.270 8.911 0.623
C 1.259 7.322 0.284
O 0.200 6.682 1.074
C 0.198 5.230 1.034
N 1.588 9.195 1.978
H 2.316 10.688 0.024
H 1.968 9.515 -1.272
H 3.306 9.306 -0.096
H 0.287 9.332 0.411
H 2.225 6.919 0.589
H 1.175 7.189 -0.794
H -0.036 4.804 0.059
H -0.612 4.858 1.661
H 1.165 4.836 1.346
H 1.084 8.448 2.435
H 1.038 10.034 2.090
C 1.775 -2.388 3.497
C 3.236 -2.064 3.800
C 4.243 -3.238 3.672
O 5.497 -2.927 4.272
C 6.319 -4.073 4.467
N 3.599 -0.902 2.953
H 1.401 -3.125 4.208
H 1.697 -2.826 2.502
H 1.189 -1.470 3.549
H 3.182 -1.774 4.850
H 4.466 -3.656 2.690
H 3.783 -4.004 4.295
H 5.677 -4.677 5.109
H 7.112 -3.732 5.132
H 6.706 -4.558 3.570
H 3.443 -1.138 1.983
H 4.609 -0.882 2.947
C -4.465 -0.620 -1.282
C -4.557 0.586 -2.201
C -3.636 1.690 -1.671
O -3.596 2.797 -2.579
C -2.607 3.833 -2.213
N -4.194 0.074 -3.537
H -5.291 -1.262 -1.587
H -4.459 -0.486 -0.201
H -3.528 -1.129 -1.506
H -5.612 0.847 -2.279
H -2.633 1.265 -1.701
H -3.819 1.969 -0.634
H -2.444 4.007 -1.149
H -2.847 4.768 -2.719
H -1.612 3.548 -2.555
H -3.408 -0.560 -3.506
H -3.896 0.824 -4.144
C 0.753 1.707 -0.963
C 0.865 1.342 0.498
C -0.183 0.362 1.003
O -1.554 0.787 0.981
C -2.485 0.113 1.802
N 2.124 0.620 0.583
H 0.969 0.851 -1.603
H 1.569 2.395 -1.186
H -0.228 2.151 -1.129
H 0.932 2.304 1.005
H 0.025 0.097 2.040
H -0.113 -0.538 0.392
H -3.501 0.431 1.569
H -2.288 0.420 2.829
H -2.340 -0.958 1.657
H 2.850 1.079 0.051
H 2.404 0.533 1.550
C 0.946 2.870 -4.458
C 1.542 4.116 -5.137
C 1.211 5.504 -4.430
O -0.202 5.703 -4.445
C -0.552 6.905 -3.682
N 2.967 3.882 -5.323
H 1.148 1.981 -5.056
H -0.128 3.028 -4.362
H 1.470 2.904 -3.502
H 1.138 4.090 -6.149
H 1.704 6.346 -4.915
H 1.443 5.406 -3.369
H -0.700 6.645 -2.633
H -1.493 7.334 -4.026
H 0.117 7.765 -3.674
H 3.378 4.587 -5.918
H 3.029 3.115 -5.978

Force components x, y, z for each atom (eV/Å):
1.4 0.1 0.5
-0.6 0.0 0.3
-0.5 -0.6 0.4
0.6 0.3 -0.6
0.4 -0.5 -0.8
0.6 0.2 0.9
-0.6 -0.6 0.0
0.0 -0.1 0.3
-0.2 0.2 -0.4
0.0 0.6 0.2
0.3 -0.1 0.2
-0.2 -0.1 0.1
0.4 0.6 -0.4
-0.9 0.3 0.3
0.1 -0.2 0.2
0.5 0.6 -0.5
-0.3 -0.5 -0.2
1.8 0.4 0.5
-2.1 -0.1 -0.4
0.2 -0.6 0.5
0.9 0.7 0.1
-0.3 0.3 0.0
0.3 -0.5 -0.6
0.0 0.3 0.4
-0.1 0.0 -0.4
-0.5 -0.1 0.1
0.6 0.1 0.6
-0.1 0.2 -0.6
-0.6 -0.1 -0.1
0.0 0.0 0.1
0.0 -0.2 0.0
0.2 -0.2 -0.1
-0.3 0.1 -0.3
-0.1 -0.2 0.1
-0.2 0.2 2.3
-2.0 0.4 0.0
-0.6 0.1 -0.9
-1.6 -0.7 0.1
0.7 0.1 -0.5
1.5 -1.3 -1.0
0.0 0.8 -0.9
-0.4 -0.1 0.1
0.6 0.0 0.4
0.4 0.5 0.2
0.3 0.2 0.1
0.2 -0.2 0.2
0.6 0.2 0.5
-0.1 -0.1 0.0
0.5 0.3 0.2
-0.1 0.4 -0.3
0.6 -0.8 -0.4
0.4 2.2 -0.5
1.4 -2.3 1.8
0.5 1.5 -0.3
-1.1 -0.3 1.0
-0.8 0.5 -0.5
-0.9 0.5 -1.7
-0.3 0.3 -0.1
0.0 -0.2 0.1
0.3 -0.8 0.0
0.0 0.0 -0.3
-0.1 0.4 -0.7
0.6 -0.6 -0.9
0.2 -0.2 0.2
0.6 -0.6 0.5
-0.4 -0.3 0.0
-0.5 1.5 0.8
0.0 -1.3 0.9
0.5 -0.4 -1.3
-2.0 1.3 0.3
0.8 -0.5 -1.0
-0.7 -0.9 0.5
0.4 0.3 -0.4
0.4 -1.3 1.2
0.0 0.3 0.7
0.2 -0.2 -0.1
0.0 0.6 0.3
-0.4 0.5 -0.6
0.1 0.6 0.0
0.3 0.5 0.0
0.3 -0.2 0.2
0.2 -0.3 -0.3
-0.3 0.1 -0.2
0.3 0.0 0.2
0.1 -0.6 0.4
0.3 0.6 -0.4
-1.4 -0.4 -1.4
0.6 0.8 -0.1
0.2 -0.7 -0.2
-0.7 -1.0 0.3
0.6 0.6 0.8
-0.1 0.1 0.0
-0.1 -0.2 -0.4
-0.3 -0.5 0.0
0.4 0.3 0.1
0.4 -0.2 0.5
-0.5 -0.2 0.3
0.1 0.4 0.2
0.2 0.0 0.0
0.1 0.2 0.1
-0.1 0.3 0.0
0.1 -0.2 0.1
0.1 0.1 -0.9
0.3 -1.9 -2.0
-0.6 1.5 1.6
0.7 -0.4 -1.0
0.0 1.0 -0.1
-0.4 -0.6 0.8
-0.3 0.1 -0.1
0.3 0.2 -0.3
-0.1 -0.5 0.0
-0.4 -0.4 -0.5
0.2 -0.1 0.1
-0.5 -0.2 -0.1
0.2 0.3 -0.5
0.2 0.3 0.4
0.1 0.0 0.2
-0.1 0.1 1.1
0.2 0.3 1.1
0.6 -0.8 -0.2
-0.3 0.5 -0.8
0.1 -0.1 1.5
-0.2 1.0 -1.0
-0.8 0.8 1.5
1.0 -1.1 0.7
-0.2 0.1 0.0
-0.2 0.0 -0.2
0.0 -0.1 0.0
0.8 0.3 0.1
-0.6 0.3 -0.5
-0.1 -0.6 -0.1
0.4 -1.1 -0.3
0.3 -0.1 -0.4
-0.2 0.0 -0.1
-0.9 -0.1 -0.9
0.6 0.7 0.6
0.0 -0.5 -0.2
0.3 -0.2 -0.1
0.6 0.0 -1.2
0.5 1.5 1.1
-0.3 -1.2 -0.6
-0.1 0.5 0.1
0.1 -0.3 0.3
-0.4 0.5 -0.1
0.1 -0.3 0.0
0.1 0.7 0.2
0.4 -0.3 0.3
-0.4 0.3 0.0
-0.8 -0.1 0.3
-0.3 -0.2 0.1
0.1 -0.3 -0.4
0.1 -0.1 0.2
-0.2 0.3 -0.1
-0.3 0.2 0.0
0.3 -0.1 -1.0
-1.6 -0.1 0.7
0.5 1.4 -1.3
1.1 0.1 0.1
-0.1 -0.9 0.9
-0.5 -0.3 -0.1
-0.3 0.3 0.0
0.1 0.0 -0.5
-0.4 -0.1 0.7
0.4 -0.2 0.2
0.2 -0.3 -0.1
0.2 0.0 -0.3
-0.1 -0.4 0.4
-0.4 -0.2 0.3
0.1 0.2 -0.1
0.2 0.1 0.3
0.3 1.8 0.1
-1.1 0.4 -1.0
-0.8 -2.0 -0.1
0.1 1.7 0.1
-0.6 -0.7 0.0
0.3 0.0 -0.4
0.1 0.0 0.2
0.0 -0.2 0.3
-0.4 -0.9 0.3
-0.7 0.8 -0.1
0.3 -0.1 0.0
0.8 0.2 0.1
0.1 -0.2 0.2
-0.1 -0.5 -0.3
0.8 -0.4 -0.6
0.0 0.8 0.1
0.1 -0.7 0.2

Properties
Total charge: +1
Multiplicity: 2
HOMO energy (spin up / spin down): -10.49 / -10.49 eV
Energy relative to the best compared isomer or geometry (same formula, charge and spin): 17.6 kcal/mol
F_max: 3.268 eV/A
Molecular weight: 980.52 g mol⁻¹